The following is a quantum chemistry calculation of 6 unconnected molecules or ions with the total composition C32H59BrN4O19S6 at a distorted geometry, from the OMol25 dataset.

Bonds (Å) are listed after each position.
Cartesian coordinates (Å):
1 C 4.454 -1.007 -0.001  C2 1.525, H28 1.088, H29 1.085, H30 1.083
2 C 3.431 -1.632 -0.943  C1 1.525, O3 1.416, H31 1.084, H32 1.094
3 O 3.213 -3.004 -0.671  C2 1.416, C4 1.416
4 C 2.501 -3.242 0.529  O3 1.416, C5 1.534, H33 1.088, H34 1.091
5 C 1.154 -3.927 0.261  C4 1.534, C6 1.535, H35 1.087, H36 1.086
6 C 0.056 -3.451 1.222  C5 1.535, C7 1.548, H37 1.085, H38 1.089
7 C -1.323 -3.367 0.521  C6 1.548, C8 1.520, H39 1.079, H40 1.087
8 C -1.950 -1.988 0.644  C7 1.520, C9 1.514, H41 1.088, H42 1.085
9 C -1.181 -0.881 -0.044  C8 1.514, C10 1.379, C27 1.415
10 C -0.852 0.249 0.673  C9 1.379, C11 1.412, H43 1.075
11 C -0.138 1.328 0.108  C10 1.412, C12 1.505, C16 1.368
12 C 0.190 2.558 0.910  C11 1.505, O13 1.427, H44 1.088, H45 1.083
13 O -0.403 2.519 2.207  C12 1.427, N14 1.415
14 N 0.538 1.994 3.124  O13 1.415, O15 1.163
15 O 0.005 1.452 4.005  N14 1.163
16 C 0.235 1.251 -1.206  C11 1.368, O17 1.374, C18 1.410
17 O 0.897 2.311 -1.777  C16 1.374, H46 0.965
18 C -0.084 0.120 -1.986  C16 1.410, N19 1.361, C27 1.398
19 N 0.302 0.114 -3.290  C18 1.361, C20 1.287
20 C -0.013 -0.941 -3.956  N19 1.287, N21 1.442, C24 1.418
21 N 0.434 -0.966 -5.326  C20 1.442, C22 1.222
22 C -0.456 -0.721 -6.126  N21 1.222, S23 1.551
23 S -1.692 -0.788 -7.060  C22 1.551
24 C -0.733 -2.026 -3.394  C20 1.418, Br25 1.893, N26 1.286
25 Br -1.109 -3.580 -4.407  C24 1.893
26 N -1.125 -2.023 -2.170  C24 1.286, C27 1.371
27 C -0.790 -0.937 -1.404  C9 1.415, C18 1.398, N26 1.371
28 H 3.972 -0.781 0.947  C1 1.088
29 H 5.207 -1.761 0.206  C1 1.085
30 H 4.878 -0.099 -0.411  C1 1.083
31 H 3.825 -1.598 -1.953  C2 1.084
32 H 2.472 -1.107 -0.900  C2 1.094
33 H 3.093 -3.826 1.231  C4 1.088
34 H 2.291 -2.295 1.027  C4 1.091
35 H 1.287 -5.000 0.371  C5 1.087
36 H 0.887 -3.755 -0.777  C5 1.086
37 H -0.011 -4.154 2.045  C6 1.085
38 H 0.285 -2.476 1.647  C6 1.089
39 H -1.231 -3.714 -0.496  C7 1.079
40 H -1.997 -4.067 1.010  C7 1.087
41 H -2.977 -2.000 0.281  C8 1.088
42 H -1.973 -1.746 1.702  C8 1.085
43 H -1.155 0.315 1.703  C10 1.075
44 H 1.271 2.660 0.985  C12 1.088
45 H -0.199 3.437 0.412  C12 1.083
46 H 1.678 2.004 -2.254  O17 0.965
47 O -4.611 -4.769 0.272  S48 1.431
48 S -5.979 -5.120 0.046  O47 1.431, O49 1.430, O50 1.587, C53 1.759
49 O -6.313 -6.147 -0.892  S48 1.430
50 O -6.791 -3.804 -0.310  S48 1.587, C51 1.445
51 C -6.295 -2.979 -1.387  O50 1.445, C52 1.516, H54 1.092, H55 1.088
52 C -6.599 -3.562 -2.753  C51 1.516, H56 1.089, H57 1.090, H58 1.090
53 C -6.769 -5.465 1.578  S48 1.759, H59 1.086, H60 1.088, H61 1.087
54 H -5.225 -2.808 -1.254  C51 1.092
55 H -6.798 -2.022 -1.267  C51 1.088
56 H -6.043 -4.483 -2.924  C52 1.089
57 H -6.324 -2.849 -3.530  C52 1.090
58 H -7.659 -3.795 -2.844  C52 1.090
59 H -6.544 -4.666 2.278  C53 1.086
60 H -6.370 -6.411 1.938  C53 1.088
61 H -7.839 -5.549 1.408  C53 1.087
62 O 3.249 2.420 -3.825  S63 1.434
63 S 2.807 3.044 -5.039  O62 1.434, O64 1.429, O65 1.589, C68 1.755
64 O 3.745 3.349 -6.073  S63 1.429
65 O 2.000 4.360 -4.661  S63 1.589, C66 1.443
66 C 2.640 5.320 -3.795  O65 1.443, C67 1.516, H69 1.091, H70 1.088
67 C 3.686 6.147 -4.514  C66 1.516, H71 1.089, H72 1.090, H73 1.090
68 C 1.462 2.140 -5.711  S63 1.755, H74 1.087, H75 1.087, H76 1.087
69 H 3.061 4.807 -2.929  C66 1.091
70 H 1.836 5.960 -3.436  C66 1.088
71 H 4.538 5.538 -4.814  C67 1.089
72 H 4.048 6.940 -3.859  C67 1.090
73 H 3.268 6.595 -5.415  C67 1.090
74 H 0.749 1.943 -4.915  C68 1.087
75 H 1.856 1.205 -6.101  C68 1.087
76 H 1.009 2.718 -6.513  C68 1.087
77 O 3.253 5.049 4.089  S78 1.433
78 S 2.257 5.554 4.988  O77 1.433, O79 1.429, O80 1.585, C83 1.758
79 O 1.676 6.839 4.763  S78 1.429
80 O 2.835 5.486 6.462  S78 1.585, C81 1.449
81 C 4.124 6.101 6.708  O80 1.449, C82 1.514, H84 1.091, H85 1.088
82 C 4.047 7.611 6.782  C81 1.514, H86 1.089, H87 1.090, H88 1.090
83 C 0.977 4.366 5.183  S78 1.758, H89 1.085, H90 1.086, H91 1.087
84 H 4.837 5.777 5.949  C81 1.091
85 H 4.455 5.693 7.661  C81 1.088
86 H 3.794 8.045 5.816  C82 1.089
87 H 5.011 8.014 7.094  C82 1.090
88 H 3.283 7.922 7.494  C82 1.090
89 H 1.422 3.397 5.387  C83 1.085
90 H 0.417 4.343 4.252  C83 1.086
91 H 0.330 4.679 5.999  C83 1.087
92 O -10.143 -7.033 -4.149  S93 1.431
93 S -10.511 -8.175 -3.369  O92 1.431, O94 1.430, O95 1.587, C98 1.759
94 O -10.885 -8.020 -1.998  S93 1.430
95 O -9.362 -9.264 -3.483  S93 1.587, C96 1.447
96 C -8.011 -8.851 -3.173  O95 1.447, C97 1.513, H99 1.091, H100 1.088
97 C -7.767 -8.717 -1.686  C96 1.513, H101 1.087, H102 1.087, H103 1.091
98 C -11.762 -9.086 -4.206  S93 1.759, H104 1.086, H105 1.087, H106 1.086
99 H -7.784 -7.922 -3.698  C96 1.091
100 H -7.372 -9.627 -3.592  C96 1.088
101 H -8.338 -7.893 -1.266  C97 1.087
102 H -6.713 -8.526 -1.498  C97 1.087
103 H -8.065 -9.627 -1.164  C97 1.091
104 H -11.460 -9.231 -5.239  C98 1.086
105 H -12.675 -8.496 -4.155  C98 1.087
106 H -11.900 -10.037 -3.699  C98 1.086
107 O 8.069 7.849 2.886  S108 1.430
108 S 7.640 6.828 3.791  O107 1.430, O109 1.432, O110 1.591, C113 1.755
109 O 7.315 7.158 5.146  S108 1.432
110 O 8.721 5.661 3.787  S108 1.591, C111 1.442
111 C 10.098 6.020 4.027  O110 1.442, C112 1.516, H114 1.091, H115 1.088
112 C 10.380 6.302 5.489  C111 1.516, H116 1.089, H117 1.090, H118 1.090
113 C 6.313 5.916 3.092  S108 1.755, H119 1.086, H120 1.088, H121 1.086
114 H 10.370 6.867 3.396  C111 1.091
115 H 10.678 5.163 3.692  C111 1.088
116 H 9.868 7.202 5.826  C112 1.089
117 H 11.450 6.440 5.641  C112 1.090
118 H 10.037 5.476 6.112  C112 1.090
119 H 6.570 5.630 2.076  C113 1.086
120 H 5.439 6.563 3.095  C113 1.088
121 H 6.127 5.042 3.709  C113 1.086

The value obtained for the frontier orbital gap is 8.06 eV.